(1)
C2H6N4S2 | ωB97M-V/def2-TZVPD

Properties
* E_HOMO: -0.2938 hartree
* SMILES: C=NS/C(=N\S)NN
* frontier orbital gap: 0.2941 Eh
* total charge: 0
* LUMO energy: 0.01 eV

Last column: Mulliken charge in e.
Atoms and positions in Å:
C (-0.364, -0.299, -0.983)  0.56
C (0.206, 1.053, 2.483)  -0.22
H (0.789, -2.148, 0.432)  0.33
H (1.983, -1.046, 0.169)  0.31
H (0.955, -0.971, -2.233)  0.25
H (-0.743, 1.684, 2.985)  0.19
H (1.172, 1.471, 2.927)  0.24
H (-2.586, 1.274, -2.877)  0.20
N (1.520, -1.828, -0.295)  -0.67
N (0.708, -1.139, -1.327)  -0.17
N (0.264, 0.222, 1.442)  -0.25
N (-0.946, 0.252, -1.980)  -0.55
S (-1.063, -0.226, 0.664)  -0.02
S (-1.895, 1.701, -1.407)  -0.19

---

(2)
C2H6N5 | ωB97M-V/def2-TZVPD

Properties
* E_HOMO: -0.5129 hartree
* frontier orbital gap: 0.3604 Eh
* total charge: +1
* LUMO energy: -4.15 eV

Last column: Mulliken charge in e.
Atoms and positions in Å:
C (-0.048, -0.144, 0.084)  0.51
C (1.185, -0.247, 0.915)  -0.36
N (2.135, 0.433, -0.014)  -0.18
N (1.859, 1.482, -0.566)  -0.08
N (0.576, 1.973, -0.348)  -0.38
N (-0.420, 1.016, -0.405)  0.09
N (-0.753, -1.231, -0.190)  -0.38
H (1.221, 0.367, 1.933)  0.31
H (1.755, -1.158, 1.134)  0.32
H (0.553, 3.125, -1.149)  0.45
H (-1.070, 1.071, -1.087)  0.20
H (-0.679, -2.069, 0.420)  0.27
H (-1.526, -1.394, -0.863)  0.23

---

(3)
C2H6N5 | ωB97M-V/def2-TZVPD

Properties
* E_HOMO (spin up / spin down): -0.5223 / -0.4558 hartree
* frontier orbital gap (spin up / spin down): 0.3363 / 0.2514 Eh
* total charge: +1
* LUMO energy (spin up / spin down): -5.06 / -5.56 eV

Last column: Mulliken charge in e.
Atoms and positions in Å:
C (1.955, 0.153, 0.273)  0.29
C (-1.969, -0.161, -0.116)  -0.13
N (0.889, 0.601, 0.085)  0.56
N (-0.074, 1.367, 0.401)  -0.71
N (-1.196, -1.233, 0.047)  -0.51
N (-1.262, 1.183, -0.064)  0.04
N (3.008, -0.430, -0.108)  -0.37
H (-2.703, 0.210, -0.980)  0.31
H (-2.407, 0.005, 0.888)  0.29
H (-1.175, -1.864, -0.713)  0.24
H (-2.018, 1.934, 0.216)  0.34
H (3.051, -1.404, -0.303)  0.31
H (3.902, -0.362, 0.374)  0.32

---

ΔE to the lowest compared entry with this formula, charge and spin / kcal per mole: 136.0; 111.3; 170.3